Computed, not measured: a cluster of 2 separate species, C6H15N2 in total, with wB97M-V/def2-TZVPD.

The geometry in XYZ format:
```
23
Properties=species:S:1:pos:R:3:forces:R:3
H 0.9148 2.2156 0.8472 -0.2185 0.1907 0.1645
C -0.8118 1.2822 1.2937 0.0809 0.0704 -0.0727
H -2.2332 -0.4953 2.3945 -0.0200 0.0169 0.0518
C 0.5743 -1.7831 -0.6247 0.5113 -0.1932 -0.0440
H -0.4250 -0.2824 -3.2406 0.0248 0.0281 -0.0221
H 1.7477 1.0942 -1.1854 0.0524 0.0593 -0.0160
N -0.0993 2.3085 0.8408 0.5071 -0.6694 -0.5026
H -1.4970 -0.8143 -1.9569 -0.0401 -0.0225 0.0817
C 0.5956 -0.7116 -1.4058 -0.3235 0.2655 -0.0528
H -0.4391 2.7406 -0.0078 -0.1854 0.3312 0.2390
H -0.2393 -2.4932 -0.5862 -0.2662 0.1875 0.1518
C 1.8476 0.0897 -1.6090 -0.1531 0.1425 0.0321
H -0.8187 0.8269 -1.9594 0.0121 0.0491 0.0612
C -1.1916 -0.7724 2.5285 0.0128 -0.0297 -0.1692
H 1.4920 -2.0501 -0.1137 -0.0206 -0.2464 0.0345
H -1.8727 1.2857 1.0813 -0.0708 -0.0016 -0.0073
H 2.7199 -0.3935 -1.1817 0.0853 -0.0140 0.0777
N -0.3455 0.2990 1.9939 -0.0586 0.1643 0.2620
H -0.9864 -0.9186 3.5837 0.0261 0.0323 0.0407
H 0.6525 0.2473 2.1748 -0.1360 -0.0413 -0.0543
H 2.0181 0.2350 -2.6753 0.0762 -0.0061 -0.0550
C -0.6067 -0.2257 -2.1653 0.0385 -0.2104 -0.2154
H -0.9961 -1.6847 1.9734 0.0655 -0.1032 0.0142
```
Positions in Å, forces in eV/Å.

Output
Lowest unoccupied orbital energy, eV: -3.57
Net charge: +1

For reference, the Löwdin charges in units of e are:
1 H 0.13
2 C -0.15
3 H 0.10
4 C 0.01
5 H 0.09
6 H 0.06
7 N 0.19
8 H 0.08
9 C -0.44
10 H 0.13
11 H 0.07
12 C -0.07
13 H 0.06
14 C -0.01
15 H 0.06
16 H 0.17
17 H 0.08
18 N 0.04
19 H 0.10
20 H 0.18
21 H 0.09
22 C -0.07
23 H 0.09